{"formula": "C37H50Ge2N5O2Sr", "method": "ωB97M-V/def2-TZVPD", "symbols": ["Sr", "C", "C", "C", "C", "C", "C", "C", "N", "N", "C", "C", "C", "C", "C", "C", "N", "C", "C", "C", "C", "C", "C", "N", "H", "H", "H", "H", "H", "H", "H", "H", "H", "H", "H", "H", "H", "H", "H", "H", "H", "H", "H", "H", "C", "C", "Ge", "C", "C", "C", "C", "Ge", "C", "C", "C", "C", "C", "C", "C", "C", "C", "C", "H", "H", "H", "H", "H", "H", "H", "H", "H", "H", "H", "H", "H", "H", "H", "H", "H", "H", "H", "H", "H", "H", "H", "H", "H", "H", "N", "C", "C", "O", "O", "H", "H", "H", "H"], "xyz": [[-0.601, -0.444, 0.296], [-1.997, -2.539, 1.222], [-1.884, -2.396, -0.445], [-2.838, -1.329, -1.104], [-4.140, -1.748, -1.330], [-5.066, -0.840, -1.842], [-4.648, 0.446, -2.112], [-3.311, 0.767, -1.889], [-2.407, -0.085, -1.417], [-1.844, -1.290, 2.139], [-1.464, -1.667, 3.492], [-0.055, -2.222, 3.478], [0.390, -3.139, 4.412], [1.705, -3.582, 4.340], [2.521, -3.097, 3.334], [1.986, -2.180, 2.438], [0.733, -1.740, 2.509], [-3.055, -0.464, 2.087], [-2.750, 0.992, 2.403], [-3.399, 1.707, 3.385], [-3.108, 3.065, 3.526], [-2.184, 3.640, 2.681], [-1.563, 2.837, 1.726], [-1.836, 1.544, 1.590], [-1.235, -3.255, 1.520], [-2.983, -2.958, 1.418], [-2.240, -3.360, -0.800], [-0.844, -2.306, -0.846], [-4.440, -2.761, -1.099], [-6.090, -1.144, -2.016], [-5.322, 1.197, -2.499], [-2.941, 1.760, -2.121], [-2.207, -2.340, 3.937], [-1.478, -0.747, 4.084], [-0.282, -3.500, 5.180], [2.080, -4.298, 5.060], [3.550, -3.411, 3.234], [2.594, -1.753, 1.646], [-3.865, -0.908, 2.674], [-3.407, -0.440, 1.061], [-4.123, 1.222, 4.028], [-3.603, 3.651, 4.289], [-1.922, 4.687, 2.747], [-0.815, 3.247, 1.055], [1.316, 2.980, 3.636], [1.336, 1.588, 3.000], [1.883, 1.332, 1.038], [3.887, 1.168, 1.334], [4.597, 2.410, 1.875], [1.600, 3.220, 0.420], [1.198, 3.802, -0.716], [1.255, 2.994, -2.528], [2.788, 3.544, -3.657], [2.996, 5.059, -3.663], [-0.437, 3.148, -3.564], [-0.536, 4.369, -4.477], [0.831, 5.245, -0.726], [-0.457, 5.645, -1.093], [-0.827, 6.984, -1.050], [0.087, 7.946, -0.648], [1.371, 7.562, -0.284], [1.740, 6.226, -0.322], [1.046, 2.944, 4.697], [0.603, 3.653, 3.148], [2.289, 3.468, 3.569], [0.370, 1.094, 3.177], [2.066, 0.975, 3.543], [4.353, 0.854, 0.392], [4.016, 0.335, 2.035], [4.477, 3.256, 1.192], [5.670, 2.243, 2.005], [4.196, 2.714, 2.843], [1.611, 3.920, 1.259], [2.599, 3.171, -4.666], [3.687, 3.045, -3.296], [2.096, 5.608, -3.955], [3.792, 5.338, -4.355], [3.283, 5.415, -2.671], [-1.300, 3.105, -2.892], [-0.478, 2.236, -4.168], [-0.526, 5.297, -3.904], [-1.456, 4.349, -5.064], [0.296, 4.408, -5.184], [-1.183, 4.901, -1.401], [-1.833, 7.273, -1.331], [-0.198, 8.990, -0.622], [2.091, 8.307, 0.030], [2.743, 5.927, -0.039], [1.045, -1.551, -1.864], [2.374, -0.995, -2.191], [2.427, 0.523, -2.145], [3.486, 1.108, -2.104], [1.260, 1.119, -2.286], [1.044, -2.527, -2.146], [0.356, -1.079, -2.449], [2.694, -1.268, -3.200], [3.123, -1.372, -1.500]], "forces_ev_per_angstrom": [[3.7, 3.2, 0.3], [-0.2, 0.9, -0.3], [-0.8, 0.1, 0.6], [0.1, -0.9, 0.1], [-0.3, 0.4, -0.1], [0.2, -0.3, 0.1], [0.3, 0.1, 0.0], [-0.1, 0.3, -0.3], [-0.5, -1.0, 0.3], [-1.0, -1.7, -1.3], [0.2, 0.2, -0.2], [0.0, 0.1, 0.0], [0.0, 0.0, 0.1], [-0.1, 0.0, 0.0], [0.0, 0.1, -0.1], [0.2, 0.1, 0.1], [-0.3, -0.3, -0.3], [0.0, 0.2, 0.1], [-0.1, -0.3, 0.2], [0.0, 0.1, 0.1], [-0.1, -0.2, 0.0], [0.1, -0.1, -0.2], [0.0, 0.1, 0.1], [-0.2, -0.1, -0.1], [0.0, 0.0, 0.0], [-0.1, -0.1, -0.1], [0.0, -0.1, 0.1], [-0.9, -0.6, 0.3], [0.0, 0.0, 0.0], [0.0, 0.0, 0.0], [0.0, 0.0, 0.0], [0.0, -0.1, 0.0], [0.2, -0.2, 0.1], [0.0, 0.0, 0.0], [0.0, 0.0, 0.0], [0.0, 0.0, 0.0], [0.0, 0.0, 0.0], [0.0, 0.0, 0.0], [0.0, 0.2, 0.2], [-0.2, -0.2, -0.2], [0.0, 0.0, 0.0], [0.0, 0.0, 0.0], [0.0, 0.0, 0.0], [0.0, 0.0, 0.0], [-0.1, 0.1, -0.1], [0.1, 0.0, 0.1], [0.3, -0.1, 0.2], [-0.2, 0.1, -0.3], [0.0, 0.0, -0.1], [0.1, 0.0, 0.1], [0.3, -0.3, -0.7], [-0.1, 0.2, 0.2], [-0.2, 0.0, 0.2], [-0.1, 0.1, 0.1], [0.2, -0.3, 0.1], [0.1, 0.1, 0.0], [-0.1, 0.1, 0.0], [0.1, 0.1, 0.0], [0.0, -0.1, 0.0], [0.0, 0.0, 0.0], [0.0, 0.0, 0.0], [0.0, 0.0, 0.0], [0.0, 0.0, 0.0], [0.0, -0.1, 0.1], [0.0, 0.0, 0.0], [0.0, 0.1, 0.0], [0.0, 0.0, 0.0], [-0.1, 0.1, 0.1], [0.0, 0.0, 0.0], [0.0, 0.0, 0.0], [0.0, 0.0, 0.0], [0.0, 0.0, 0.0], [0.0, 0.1, 0.0], [-0.1, 0.0, 0.0], [-0.2, 0.0, 0.0], [0.1, 0.0, 0.0], [0.0, 0.0, 0.0], [0.0, 0.0, 0.0], [0.1, 0.0, 0.1], [0.0, 0.0, 0.0], [0.0, 0.0, 0.0], [0.0, 0.0, 0.0], [0.0, 0.0, 0.1], [0.0, 0.0, 0.0], [0.0, 0.0, 0.0], [0.0, 0.0, 0.0], [0.0, 0.0, 0.0], [0.0, 0.0, 0.0], [-0.2, 0.1, 0.0], [-0.1, 0.2, 0.2], [0.4, 0.1, -0.1], [-0.2, -0.4, 0.2], [-0.4, 0.1, -0.2], [-0.1, 0.0, 0.0], [0.2, 0.0, -0.2], [0.0, 0.0, 0.0], [0.0, 0.0, 0.1]], "lowdin_charge": [1.31, -0.10, -0.18, -0.33, -0.02, -0.02, -0.02, -0.10, -0.01, -0.33, -0.12, -0.27, -0.01, -0.04, -0.03, -0.12, 0.07, -0.14, -0.28, -0.01, -0.03, -0.03, -0.11, 0.04, 0.11, 0.12, 0.12, 0.04, 0.12, 0.12, 0.12, 0.11, 0.14, 0.14, 0.12, 0.12, 0.11, 0.10, 0.14, 0.10, 0.12, 0.12, 0.12, 0.09, -0.18, -0.41, 0.81, -0.41, -0.18, -0.26, -0.33, 1.04, -0.30, -0.16, -0.32, -0.16, -0.28, -0.07, -0.09, -0.09, -0.07, -0.05, 0.07, 0.03, 0.05, 0.01, 0.05, 0.03, 0.03, 0.06, 0.06, 0.05, 0.05, 0.07, 0.05, 0.06, 0.07, 0.06, 0.03, 0.06, 0.06, 0.07, 0.07, 0.10, 0.10, 0.10, 0.11, 0.12, -0.04, -0.15, -0.64, 0.06, -0.17, 0.09, 0.07, 0.13, 0.12], "gap_ev": 5.6, "e_lumo_ev": -2.723, "max_force_ev_per_a": 4.9, "total_charge": 1, "relative_energy_kj_mol": 286.6, "e_tot_ev": -164589.3418}